Entry 1:
Below is a structure of composition C22H23N11OReS, with properties calculated with ωB97M-V with the def2-TZVPD basis set.

Last column: Mulliken spin population.
Element x y z (Å)
Re -0.12 0.34 -0.25  0.756
C 1.75 1.07 3.75  0.000
C 0.91 0.69 2.58  0.038
N 1.19 0.97 1.35  -0.003
N 2.38 1.62 1.08  -0.003
C 2.39 2.18 -0.11  0.006
N 3.48 2.87 -0.48  0.000
S 1.06 2.12 -1.24  0.033
C -0.38 0.01 2.74  -0.002
C -0.92 -0.31 3.97  0.004
C -2.19 -0.87 4.03  -0.003
C -2.89 -1.06 2.85  0.000
C -2.29 -0.72 1.65  -0.016
N -1.05 -0.22 1.59  0.010
H 2.57 1.71 3.44  0.000
H 2.16 0.17 4.22  0.002
H 1.15 1.59 4.50  0.001
H 4.16 3.12 0.21  0.000
H 3.47 3.37 -1.35  0.001
H -0.36 -0.12 4.88  0.001
H -2.63 -1.13 4.99  0.000
H -3.89 -1.47 2.84  0.001
H -2.81 -0.85 0.71  0.007
O -2.44 -1.09 -3.41  0.089
C -1.72 -0.98 -2.44  -0.024
N -1.29 0.19 -1.87  0.035
C -1.90 1.41 -2.36  -0.005
C -2.26 2.24 -1.17  0.014
C -3.15 3.30 -1.22  -0.004
C -3.38 4.05 -0.08  0.007
C -2.72 3.71 1.09  -0.005
C -1.85 2.64 1.08  0.011
N -1.62 1.91 -0.03  -0.023
C -1.24 -2.14 -1.64  0.028
C -1.48 -3.46 -2.00  -0.005
C -1.02 -4.46 -1.17  0.009
C -0.33 -4.11 -0.02  -0.006
C -0.13 -2.78 0.27  0.026
N -0.59 -1.81 -0.53  -0.012
H -2.78 1.18 -2.97  0.000
H -1.21 1.97 -3.00  0.009
H -3.64 3.53 -2.15  0.000
H -4.07 4.88 -0.10  0.000
H -2.86 4.26 2.01  0.000
H -1.31 2.36 1.97  0.000
H -2.02 -3.65 -2.92  0.001
H -1.18 -5.50 -1.42  0.000
H 0.05 -4.87 0.66  0.000
H 0.41 -2.46 1.15  0.001
N 6.21 -1.35 -1.16  0.001
C 5.07 -0.89 -0.66  0.000
N 5.08 -0.13 0.44  0.001
N 3.96 -1.22 -1.32  0.009
C 2.79 -0.92 -0.89  0.035
N 1.68 -0.69 -0.61  -0.022
H 7.10 -1.18 -0.72  0.000
H 6.18 -1.93 -1.98  0.000
H 5.94 0.07 0.92  0.000
H 4.23 0.28 0.80  -0.001

E_LUMO (alpha / beta) = -6.23 / -7.02 eV
HOMO (alpha / beta) = -0.497 / -0.503 hartree
multiplicity = 2
energy relative to the best compared isomer or geometry (same formula, charge and spin) = 2.9 kJ/mol
net charge = +2
largest force on an atom = 0.01209 Eh/bohr
Kohn-Sham gap (alpha / beta) = 0.2684 / 0.2449 hartree
expectation value of S² = 0.7585

Entry 2:
Below is the molecule C22H23N3O3 at a distorted geometry, with properties calculated with ωB97M-V with the def2-TZVPD basis set.

Last column: Mulliken charge in e.
Element x y z (Å)
C -3.24 -1.51 1.23  -0.868
N -3.07 -1.29 -0.18  0.022
C -3.96 -0.31 -0.77  -1.279
C -3.57 1.08 -0.34  0.389
C -2.27 1.55 -0.56  -0.224
C -1.93 2.82 -0.12  -0.147
C -2.90 3.57 0.53  -0.436
N -4.13 3.14 0.74  -0.623
C -4.45 1.93 0.32  -0.382
C -2.08 -1.79 -0.96  0.584
O -2.02 -1.57 -2.16  -0.663
C -0.98 -2.55 -0.31  0.413
C 0.36 -2.44 -0.77  0.273
C 1.07 -3.22 0.11  -0.076
C 2.54 -3.44 0.26  -0.589
O 3.28 -2.37 -0.28  -0.481
C 2.98 -1.09 0.13  0.107
C 2.24 -0.77 1.25  -0.261
C 1.98 0.56 1.53  -1.090
C 2.45 1.59 0.73  0.854
C 3.23 1.26 -0.38  1.115
C 3.48 -0.07 -0.67  -0.642
C 3.76 2.32 -1.31  -1.063
C 3.73 3.71 -0.69  -0.971
C 2.35 3.96 -0.09  -0.722
C 2.14 3.01 1.09  -1.250
O 0.22 -3.76 1.00  -0.208
N -1.04 -3.34 0.73  -0.807
H -3.05 -0.58 1.78  0.284
H -2.57 -2.28 1.58  0.456
H -4.27 -1.82 1.42  0.271
H -4.99 -0.52 -0.47  0.464
H -3.87 -0.40 -1.86  0.364
H -1.55 0.93 -1.06  0.522
H -0.94 3.21 -0.27  0.437
H -2.68 4.57 0.89  0.366
H -5.47 1.62 0.52  0.339
H 0.72 -1.87 -1.60  0.585
H 2.77 -3.60 1.33  0.334
H 2.86 -4.32 -0.30  0.382
H 1.85 -1.53 1.92  0.460
H 1.38 0.80 2.40  0.431
H 4.07 -0.34 -1.53  0.456
H 4.78 2.06 -1.60  0.425
H 3.15 2.32 -2.22  0.347
H 3.96 4.46 -1.45  0.392
H 4.48 3.78 0.10  0.349
H 2.26 5.00 0.25  0.335
H 1.59 3.79 -0.85  0.233
H 1.11 3.08 1.45  0.391
H 2.79 3.31 1.91  0.404

E_LUMO = 0.66 eV
HOMO = -0.314 hartree
energy relative to the best compared isomer or geometry (same formula, charge and spin) = 397.7 kJ/mol
largest force on an atom = 0.02265 Eh/bohr
Kohn-Sham gap = 0.3386 hartree

Entry 3:
Below is a structure of composition C22H23N6O4PtS2, with properties calculated with ωB97M-V with the def2-TZVPD basis set.

Last column: Mulliken charge in e.
Element x y z (Å)
Pt 1.90 -1.41 -0.44  0.777
N 5.18 -2.04 2.22  -0.403
C 4.04 -1.92 1.53  0.650
S 4.16 -1.36 -0.12  -0.543
N 2.93 -2.23 2.16  -1.221
N 1.82 -2.08 1.39  0.938
C 0.65 -2.36 1.87  0.394
C 0.43 -2.88 3.23  -0.164
C 0.99 -4.09 3.62  -0.167
C 0.76 -4.58 4.90  -0.744
C -0.02 -3.85 5.79  -0.408
C -0.57 -2.64 5.41  -0.752
C -0.35 -2.15 4.13  -0.117
C -0.48 -2.14 0.93  0.423
C -1.79 -2.45 1.23  -0.522
C -2.77 -2.21 0.27  -0.666
C -2.41 -1.67 -0.95  -0.728
C -1.07 -1.39 -1.19  0.151
N -0.14 -1.63 -0.27  -0.330
H 6.06 -1.88 1.77  0.193
H 5.16 -2.40 3.16  0.234
H 1.61 -4.65 2.93  0.456
H 1.18 -5.53 5.19  0.395
H -0.19 -4.24 6.79  0.415
H -1.17 -2.07 6.10  0.399
H -0.78 -1.20 3.83  0.513
H -2.04 -2.89 2.18  0.525
H -3.80 -2.45 0.48  0.452
H -3.13 -1.47 -1.72  0.492
H -0.74 -0.97 -2.13  0.160
O 2.24 1.45 -2.43  -0.307
C 2.07 0.27 -3.00  0.181
O 1.93 -0.80 -2.43  -0.602
H 2.20 0.33 -4.08  0.616
C 2.92 2.02 1.00  -0.641
O 3.02 1.84 -0.43  -0.240
C 1.92 1.64 -1.09  0.565
O 0.78 1.69 -0.71  -0.633
H 3.80 1.54 1.41  0.243
H 2.01 1.56 1.37  0.297
H 2.93 3.09 1.21  0.303
C -1.69 4.22 -0.91  -1.311
C -2.00 3.67 -2.26  1.236
C -2.88 4.22 -3.15  -0.960
C -3.05 3.57 -4.39  0.918
N -2.39 2.48 -4.73  -0.522
C -1.51 1.95 -3.86  0.314
S -0.63 0.55 -4.20  -0.442
N -1.34 2.55 -2.64  0.350
C -4.02 4.10 -5.40  -1.222
H -2.27 5.12 -0.72  0.389
H -0.63 4.46 -0.82  0.298
H -1.93 3.48 -0.14  0.305
H -3.43 5.12 -2.90  0.358
H -0.68 2.12 -2.00  -0.302
H -4.31 5.12 -5.18  0.360
H -4.91 3.47 -5.39  0.283
H -3.59 4.03 -6.39  0.363

E_LUMO = -3.61 eV
HOMO = -0.388 hartree
energy relative to the best compared isomer or geometry (same formula, charge and spin) = 80.7 kJ/mol
net charge = +1
largest force on an atom = 0.00273 Eh/bohr
Kohn-Sham gap = 0.2552 hartree

Entry 4:
Below is a structure of composition C22H23N8PPd, with properties calculated with ωB97M-V with the def2-TZVPD basis set.

Last column: Mulliken charge in e.
Element x y z (Å)
Pd -0.46 0.18 0.00  -0.294
C -0.43 3.80 2.44  -0.955
N -0.41 2.36 2.49  0.383
C -1.04 1.60 3.44  -0.351
C -0.67 0.31 3.21  -0.917
N 0.21 0.25 2.15  -0.787
C 0.38 1.52 1.73  0.648
P 1.00 2.05 -0.01  0.264
C 2.65 1.30 0.01  0.252
N 3.00 0.03 0.00  -0.443
C 4.36 0.01 0.03  -0.804
C 4.85 1.28 0.05  -0.062
N 3.76 2.11 0.04  0.261
C 3.80 3.56 0.05  -0.790
C 0.41 1.50 -1.75  0.589
N 0.23 0.22 -2.15  -0.783
C -0.63 0.27 -3.22  -0.908
C -0.99 1.56 -3.48  -0.353
N -0.35 2.33 -2.54  0.394
C -0.35 3.78 -2.53  -0.936
H 0.06 4.23 3.32  0.315
H -1.46 4.16 2.40  0.354
H 0.10 4.13 1.55  0.286
H -1.68 2.04 4.19  0.465
H -0.97 -0.58 3.74  0.434
H 4.91 -0.91 0.03  0.406
H 5.86 1.68 0.08  0.351
H 4.84 3.87 0.08  0.301
H 3.29 3.95 0.93  0.281
H 3.33 3.97 -0.84  0.279
H -0.94 -0.62 -3.74  0.434
H -1.60 2.00 -4.25  0.463
H 0.17 4.17 -3.40  0.307
H 0.17 4.12 -1.63  0.287
H -1.37 4.16 -2.52  0.355
C -3.10 -3.49 -0.05  -0.862
C -4.42 -3.07 -0.07  -0.385
C -4.69 -1.71 -0.05  -1.036
C -3.63 -0.80 -0.01  0.450
N -2.36 -1.22 0.00  0.557
C -2.11 -2.52 -0.02  -0.331
C -3.89 0.68 0.02  1.006
C -5.18 1.20 0.12  -0.975
C -5.35 2.57 0.14  -0.487
C -4.23 3.39 0.06  -1.276
C -2.99 2.79 -0.04  -0.366
N -2.82 1.47 -0.05  0.530
H -2.84 -4.54 -0.07  0.403
H -5.23 -3.78 -0.10  0.420
H -5.71 -1.37 -0.07  0.304
H -1.07 -2.80 -0.01  0.483
H -6.04 0.56 0.20  0.326
H -6.34 3.00 0.22  0.422
H -4.32 4.47 0.07  0.449
H -2.08 3.38 -0.10  0.642

E_LUMO = 0.08 eV
HOMO = -0.231 hartree
energy relative to the best compared isomer or geometry (same formula, charge and spin) = 2.1 kJ/mol
largest force on an atom = 0.01024 Eh/bohr
Kohn-Sham gap = 0.2338 hartree

Sequential electronic energy output: -2005.846375; -1242.091395; -2397.217963; -1759.372131 Eh